[1]
The following is a DFT calculation (ωB97M-V/def2-TZVPD) of 2 unconnected molecules or ions with the total composition ClO5PS.

ΔE to the lowest compared entry with this formula, charge and spin ... 137.3 kJ/mol
HOMO ... -1.486 eV
Charge ... -2

Positions of all 8 atoms, in Å:
O -1.893 -1.461 -0.968
O -1.840 -0.399 1.342
O -2.243 1.005 -0.848
O 2.278 1.288 1.223
O 0.530 0.042 0.006
P -1.912 -0.242 -0.130
S 1.789 0.688 -0.043
Cl 3.291 -0.922 -0.581

natural (NBO) population analysis, charges in e, atoms 1 to 2: atom 1 (O): -1.175, atom 2 (O): -1.150



[2]
The following is a DFT calculation (ωB97M-V/def2-TZVPD) of 8 unconnected molecules or ions with the total composition C42H79N11O4.

HOMO ... -12.344 eV
Charge ... +4

Positions of all 136 atoms, in Å:
C 6.045 7.522 -10.117
C 4.987 6.842 -10.984
N 3.652 7.160 -10.476
C 3.061 8.400 -10.382
C 1.861 8.244 -9.791
N 1.728 6.892 -9.518
C 2.804 6.276 -9.947
C 0.545 6.278 -8.901
H 5.824 8.587 -10.034
H 7.046 7.431 -10.537
H 6.024 7.051 -9.136
H 5.093 5.764 -10.870
H 5.070 7.090 -12.041
H 3.520 9.307 -10.731
H 1.130 8.935 -9.409
H 3.011 5.218 -9.924
H 0.568 5.199 -9.031
H -0.333 6.681 -9.394
H 0.556 6.478 -7.832
C 10.363 19.715 -7.592
C 11.368 18.700 -8.133
N 10.706 17.470 -8.589
C 9.967 16.596 -7.812
C 9.533 15.609 -8.632
N 9.876 15.960 -9.907
C 10.635 17.056 -9.843
C 9.590 15.166 -11.102
H 9.779 20.139 -8.407
H 10.925 20.532 -7.144
H 9.731 19.229 -6.851
H 12.113 18.414 -7.393
H 11.882 19.139 -8.986
H 9.919 16.640 -6.738
H 9.107 14.668 -8.291
H 11.099 17.588 -10.658
H 9.075 14.262 -10.785
H 10.541 14.859 -11.538
H 9.015 15.717 -11.841
C 5.986 14.108 -14.830
C 6.443 15.518 -14.518
N 6.364 15.846 -13.085
C 6.165 14.988 -12.024
C 6.199 15.727 -10.890
N 6.411 17.034 -11.282
C 6.545 17.071 -12.602
C 6.529 18.182 -10.386
H 6.542 13.356 -14.259
H 6.087 13.842 -15.877
H 4.945 13.965 -14.533
H 5.781 16.196 -15.058
H 7.454 15.690 -14.884
H 6.080 13.927 -12.152
H 6.108 15.481 -9.845
H 6.638 17.960 -13.206
H 5.627 18.787 -10.416
H 7.429 18.747 -10.619
H 6.687 17.829 -9.368
C 11.362 6.398 -11.739
C 11.152 7.251 -12.975
N 10.097 8.258 -12.768
C 8.751 7.971 -12.770
C 8.130 9.139 -12.506
N 9.086 10.105 -12.289
C 10.277 9.533 -12.463
C 8.778 11.528 -12.143
H 11.855 6.862 -10.888
H 11.841 5.449 -11.991
H 10.416 5.991 -11.353
H 10.811 6.592 -13.771
H 12.088 7.718 -13.274
H 8.380 6.973 -12.923
H 7.092 9.421 -12.542
H 11.262 9.970 -12.462
H 8.445 11.717 -11.118
H 7.984 11.811 -12.828
H 9.661 12.131 -12.334
C 9.172 14.712 -1.853
C 8.009 13.977 -2.513
N 7.587 14.608 -3.771
C 7.962 14.173 -5.025
C 7.232 14.865 -5.929
N 6.383 15.684 -5.206
C 6.574 15.450 -3.913
C 5.216 16.354 -5.796
H 8.973 15.776 -1.730
H 10.110 14.554 -2.385
H 9.326 14.296 -0.857
H 7.184 13.939 -1.804
H 8.294 12.948 -2.724
H 8.650 13.358 -5.166
H 7.091 14.725 -6.993
H 6.026 15.926 -3.115
H 4.574 16.738 -5.008
H 4.690 15.602 -6.377
H 5.527 17.196 -6.410
C 8.860 10.093 -4.444
C 9.269 9.483 -5.778
C 10.657 9.956 -6.120
N 11.335 9.229 -7.260
C 10.591 9.334 -8.546
C 12.710 9.795 -7.437
C 13.600 8.663 -7.934
C 12.796 7.357 -7.718
C 11.597 7.783 -6.887
H 7.874 9.678 -4.194
H 8.571 11.150 -4.513
H 9.601 9.927 -3.668
H 8.550 9.689 -6.568
H 9.340 8.406 -5.598
H 11.326 9.801 -5.273
H 10.685 11.017 -6.383
H 10.629 10.369 -8.877
H 9.582 8.947 -8.441
H 11.141 8.713 -9.254
H 12.753 10.698 -8.044
H 13.099 10.131 -6.474
H 13.848 8.715 -8.997
H 14.573 8.663 -7.448
H 12.449 7.018 -8.694
H 13.428 6.573 -7.315
H 10.742 7.141 -7.090
H 11.745 7.785 -5.809
C 6.631 10.979 -8.303
C 7.326 12.322 -8.497
O 6.621 13.311 -8.828
O 8.583 12.367 -8.340
H 5.640 10.998 -8.756
H 6.530 10.793 -7.236
H 7.197 10.222 -8.852
C 4.484 7.896 -6.324
C 4.566 8.117 -4.796
O 3.480 8.418 -4.273
O 5.697 8.053 -4.264
H 5.138 7.078 -6.653
H 4.896 8.803 -6.794
H 3.480 7.760 -6.729

Löwdin population analysis, charges in e, atoms 1 to 2: atom 1 (C): -0.061, atom 2 (C): -0.149



[3]
The following is a DFT calculation (ωB97M-V/def2-TZVPD) of a gas-phase ion, C5H5OS2 (charge -1).

ΔE to the lowest compared entry with this formula, charge and spin ... 84.5 kJ/mol
HOMO ... -3.769 eV
Charge ... -1

Positions of all 13 atoms, in Å:
C -0.453 -2.321 0.845
C -0.560 -1.196 0.360
C -2.437 0.449 0.303
C -0.170 1.290 -0.334
C -0.899 -0.030 -0.383
O -2.484 0.400 1.527
S -3.515 0.936 -0.833
S 1.727 0.997 -0.618
H -0.475 -3.341 1.180
H -0.460 1.863 -1.114
H -0.204 1.678 0.747
H -1.243 -0.344 -1.318
H 2.066 0.196 0.346

natural (NBO) population analysis, charges in e, atoms 1 to 2: atom 1 (C): -0.329, atom 2 (C): 0.061



[4]
The following is a DFT calculation (ωB97M-V/def2-TZVPD) of a gas-phase ion, C8H14N5 (charge +1).

ΔE to the lowest compared entry with this formula, charge and spin ... 401.1 kJ/mol
HOMO ... -13.988 eV
Charge ... +1

Positions of all 27 atoms, in Å:
C 2.689 0.603 -1.969
C -0.680 1.174 1.805
C -1.958 0.568 1.219
C -0.756 -1.652 1.021
C 0.452 1.311 0.707
C 0.632 -1.277 0.410
C -1.760 -0.653 0.291
C 0.371 0.083 -0.162
N 2.898 0.198 -3.210
N 1.725 -0.379 -3.595
N 0.937 -0.406 -2.649
N 1.460 0.146 -1.584
N -0.918 -0.127 -0.807
H 3.501 1.171 -1.492
H -0.860 2.170 2.295
H -0.131 0.673 2.645
H -2.577 0.445 2.162
H -2.378 1.174 0.500
H -0.957 -2.631 0.740
H -0.664 -1.607 2.045
H 0.134 2.314 0.345
H 1.418 1.453 1.337
H 1.302 -1.506 1.206
H 0.958 -1.946 -0.328
H -2.567 -1.112 -0.085
H -0.817 -0.805 -1.689
H -1.454 0.617 -1.160

natural (NBO) population analysis, charges in e, atoms 1 to 2: atom 1 (C): 0.128, atom 2 (C): -0.402



| no. | F_max (Eh/bohr) | calculated total energy (eV) | Kohn-Sham gap (eV) |
| --- | --- | --- | --- |
| 1 | 0.078 | -42887.4650 | 7.54 |
| 2 | 0.032 | -69381.6402 | 4.19 |
| 3 | 0.124 | -28982.9494 | 6.94 |
| 4 | 0.128 | -15962.9215 | 10.68 |